# C19H19FeIN2O3

A molecular structure, C19H19FeIN2O3 in a non-equilibrium geometry (ωB97M-V/def2-TZVPD, the OMol25 dataset).

```
45
Properties=species:S:1:pos:R:3:lowdin_spin:R:1
C -0.19 -2.09 -3.79 0.0052
C -0.17 -0.63 -4.27 0.0038
H 0.82 -2.43 -3.55 0.0020
H -0.61 -2.78 -4.54 0.0000
H -0.78 -2.19 -2.88 0.0025
H 0.34 0.02 -3.55 0.0029
H 0.35 -0.52 -5.23 0.0001
H -1.19 -0.24 -4.39 0.0001
C 1.23 -1.79 2.15 0.0061
C 2.05 -1.89 3.28 0.0015
C 2.52 -0.71 3.87 0.0012
C 2.15 0.50 3.30 0.0011
H 0.73 -2.66 1.73 0.0009
H 2.31 -2.87 3.66 0.0003
H 3.15 -0.74 4.76 0.0000
H 2.34 1.45 3.78 0.0003
N 1.06 -0.62 1.51 0.0412
C 1.48 0.54 2.06 0.0046
C 1.06 1.77 1.36 0.0060
N 0.38 1.59 0.19 0.0278
C -0.23 2.66 -0.37 0.0059
C 0.71 4.16 1.27 0.0029
C -0.08 3.95 0.13 0.0002
H -0.85 2.45 -1.25 0.0004
H -0.57 4.78 -0.37 0.0001
C 1.24 3.05 1.91 0.0000
H 1.75 3.10 2.88 0.0001
H 0.87 5.16 1.68 0.0002
Fe 0.25 -0.46 -0.51 3.6985
I 2.06 -1.98 -1.30 0.1101
O -4.21 -1.09 -1.01 0.0015
C -4.61 -0.79 0.24 0.0004
C -5.89 -1.13 0.68 0.0000
C -6.30 -0.72 1.95 0.0004
C -5.49 0.09 2.76 0.0001
C -4.18 0.37 2.35 0.0005
C -3.69 -0.19 1.16 0.0008
C -2.23 -0.17 0.91 0.0061
O -1.47 0.20 1.82 0.0071
O -1.82 -0.61 -0.28 0.0568
H -3.20 -0.92 -0.99 0.0006
H -6.53 -1.67 -0.01 0.0000
H -7.29 -1.02 2.29 0.0000
H -5.87 0.48 3.69 0.0000
H -3.52 1.00 2.96 0.0000
```

Properties
⟨S²⟩	6.0115
LUMO level (alpha / beta)	-0.8 / -0.9	eV
energy above the lowest of the compared OMol25 structures with the same formula, charge and spin	7.0	kcal per mole
HOMO (alpha / beta)	-8.0 / -8.0	eV
spin multiplicity	5
calculated total energy	-71624.3614	eV

=====

# C19H19N3O2S

C19H19N3O2S in the gas phase in a non-equilibrium geometry (ωB97M-V/def2-TZVPD, the OMol25 dataset).

```
44
Properties=species:S:1:pos:R:3:lowdin_charge:R:1
C 5.63 2.22 -4.60 0.0136
C 5.18 2.44 -3.33 -0.1557
C 3.74 2.86 -2.97 -0.1613
C 3.08 1.96 -1.95 -0.2025
C 2.61 2.50 -0.72 -0.0039
C 2.00 1.67 0.24 -0.0669
C 1.80 0.34 -0.05 -0.2569
S 1.05 -0.76 1.22 0.7792
O 1.44 -0.36 2.61 -0.3183
O 1.40 -2.17 0.90 -0.3126
N -0.68 -0.55 1.07 -0.1873
C -1.17 0.74 1.65 -0.0613
C -1.53 -1.29 0.22 -0.2916
C -1.19 -1.63 -1.01 -0.0048
C -2.38 -2.25 -1.57 -0.1275
N -3.32 -2.31 -0.69 0.0922
N -2.81 -1.76 0.45 -0.0268
C -3.49 -1.77 1.68 -0.2192
C -4.87 -1.58 1.69 -0.0375
C -5.63 -1.56 2.85 -0.0721
C -4.94 -1.73 4.09 -0.0797
C -3.53 -1.88 4.09 -0.0660
C -2.81 -1.93 2.88 -0.0171
C 2.30 -0.19 -1.25 -0.0688
C 2.91 0.59 -2.21 -0.0209
H 4.94 2.32 -5.41 0.0457
H 6.62 1.81 -4.73 0.0485
H 5.84 2.30 -2.49 0.0913
H 3.15 2.83 -3.90 0.1182
H 3.77 3.91 -2.69 0.1069
H 2.77 3.54 -0.52 0.1048
H 1.70 2.09 1.20 0.1189
H -0.63 0.99 2.58 0.0818
H -2.21 0.74 1.93 0.0782
H -1.01 1.55 0.89 0.0947
H -0.25 -1.38 -1.52 0.0994
H -2.48 -2.58 -2.60 0.1055
H -5.38 -1.50 0.70 0.1232
H -6.70 -1.42 2.79 0.0964
H -5.50 -1.66 5.03 0.1006
H -3.08 -1.97 5.06 0.0970
H -1.74 -2.05 2.92 0.1143
H 2.17 -1.27 -1.40 0.1152
H 3.25 0.11 -3.14 0.1330
```

Properties
LUMO level	0.3	eV
energy above the lowest of the compared OMol25 structures with the same formula, charge and spin	122.4	kcal per mole
HOMO	-8.7	eV
calculated total energy	-39409.0221	eV

=====

# C19H19N3O4S

C19H19N3O4S in the gas phase in a non-equilibrium geometry (ωB97M-V/def2-TZVPD, the OMol25 dataset).

```
46
Properties=species:S:1:pos:R:3:lowdin_charge:R:1
C -0.87 -1.06 3.78 -0.0894
O -0.68 -1.76 2.57 -0.1148
C -1.52 -1.48 1.53 -0.2924
C -1.20 -2.05 0.30 -0.0061
C -1.98 -1.81 -0.81 -0.0206
C -3.11 -1.00 -0.73 -0.2899
N -3.88 -0.75 -1.88 0.0149
C -4.40 0.59 -2.05 -0.1153
C -3.37 1.59 -1.64 -0.3501
N -3.44 2.45 -0.68 0.1011
N -2.22 2.99 -0.53 0.0652
C -1.45 2.41 -1.40 -0.6724
S 0.24 2.66 -1.65 1.0232
C 0.69 3.05 0.08 -0.3465
C 0.86 1.75 0.86 -0.4136
O 0.12 1.50 1.78 0.0972
C 1.93 0.83 0.43 -0.1707
C 1.98 -0.44 1.02 0.0074
C 2.95 -1.34 0.67 0.0195
C 3.92 -1.01 -0.29 -0.2674
O 4.83 -1.96 -0.57 -0.0722
C 5.84 -1.70 -1.52 -0.0819
C 3.87 0.26 -0.88 -0.0079
C 2.89 1.16 -0.53 -0.0431
O -2.12 1.52 -2.16 0.0856
C -3.44 -0.45 0.51 -0.0230
C -2.66 -0.68 1.62 -0.0057
H -1.82 -1.33 4.25 0.0930
H -0.05 -1.37 4.43 0.0941
H -0.82 0.02 3.62 0.0831
H -0.32 -2.67 0.24 0.1162
H -1.70 -2.25 -1.76 0.1118
H -3.41 -1.10 -2.70 0.1201
H -5.28 0.75 -1.43 0.1250
H -4.68 0.73 -3.10 0.1302
H -0.12 3.64 0.50 0.0798
H 1.61 3.63 0.04 0.0845
H 1.24 -0.70 1.75 0.1030
H 2.99 -2.32 1.12 0.1229
H 5.41 -1.49 -2.51 0.0966
H 6.47 -0.85 -1.22 0.0966
H 6.44 -2.60 -1.57 0.0941
H 4.60 0.54 -1.63 0.1041
H 2.89 2.12 -1.01 0.0934
H -4.32 0.17 0.61 0.1108
H -2.94 -0.22 2.55 0.1096
```

Properties
LUMO level	0.3	eV
energy above the lowest of the compared OMol25 structures with the same formula, charge and spin	69.4	kcal per mole
HOMO	-7.6	eV
calculated total energy	-43505.3968	eV

=====

# C19H19N5O3S

C19H19N5O3S in the gas phase in a non-equilibrium geometry (ωB97M-V/def2-TZVPD, the OMol25 dataset).

```
47
Properties=species:S:1:pos:R:3:lowdin_charge:R:1
C -0.57 2.95 -2.99 0.0135
C 0.42 3.83 -2.93 -0.1485
C 1.76 3.58 -2.30 -0.1757
N 1.98 2.21 -1.92 0.0799
C 1.82 1.78 -0.66 -0.4005
O 1.66 2.53 0.29 0.0613
C 1.85 0.30 -0.53 -0.0944
O 1.85 -0.40 -1.69 0.0072
N 1.69 -1.71 -1.42 0.1376
C 1.61 -1.85 -0.13 -0.3171
C 1.28 -3.13 0.52 -0.3445
S -0.36 -3.75 -0.03 0.9863
C -1.26 -2.27 -0.20 -0.6435
N -0.92 -1.09 0.23 0.1362
C -1.89 -0.23 -0.22 -0.2168
C -1.99 1.14 -0.09 -0.0265
C -3.08 1.76 -0.68 -0.1029
C -4.04 1.03 -1.39 -0.0981
C -3.95 -0.34 -1.54 -0.0242
C -2.86 -0.96 -0.95 -0.1926
N -2.43 -2.27 -0.92 0.1160
C 1.72 -0.58 0.52 -0.0047
C 1.69 -0.42 2.00 -0.4365
O 1.92 -1.37 2.73 0.0569
N 1.43 0.81 2.44 0.0862
C 1.24 1.10 3.84 -0.1754
C -0.21 1.18 4.24 -0.1500
C -1.22 0.72 3.51 0.0157
H -1.51 3.20 -3.45 0.0576
H -0.49 1.96 -2.58 0.0510
H 0.31 4.82 -3.35 0.0962
H 2.56 3.90 -2.98 0.1246
H 1.84 4.18 -1.38 0.1249
H 2.02 1.53 -2.67 0.1477
H 1.97 -3.92 0.22 0.0897
H 1.27 -3.01 1.60 0.0704
H -1.25 1.71 0.45 0.1057
H -3.19 2.83 -0.60 0.1024
H -4.87 1.55 -1.83 0.0989
H -4.69 -0.90 -2.09 0.1070
H -2.86 -3.07 -1.34 0.1536
H 1.30 1.57 1.78 0.0995
H 1.74 2.04 4.08 0.1226
H 1.71 0.29 4.41 0.1235
H -0.38 1.64 5.20 0.0926
H -2.24 0.79 3.85 0.0549
H -1.06 0.24 2.56 0.0322
```

Properties
LUMO level	0.1	eV
energy above the lowest of the compared OMol25 structures with the same formula, charge and spin	23.3	kcal per mole
HOMO	-8.2	eV
calculated total energy	-44438.7341	eV

=====

# C19H19N7O2

C19H19N7O2 in the gas phase in a non-equilibrium geometry (ωB97M-V/def2-TZVPD, the OMol25 dataset).

```
47
Properties=species:S:1:pos:R:3:lowdin_charge:R:1
C 2.81 -4.17 0.77 -0.0420
C 2.22 -4.27 -0.60 -0.1945
C 2.87 -4.93 -1.63 -0.0272
C 2.32 -4.95 -2.90 -0.0667
C 1.13 -4.28 -3.10 -0.1411
N 0.48 -3.65 -2.14 0.1153
C 1.00 -3.64 -0.92 -0.2732
N 0.28 -3.02 0.09 0.1641
C -0.55 -1.93 0.05 -0.4801
O -1.14 -1.59 1.05 0.0685
C -0.60 -1.14 -1.24 -0.0986
C 0.79 -0.53 -1.51 -0.0910
C 1.43 -0.21 -0.21 -0.3058
N 2.45 -0.83 0.35 0.0662
N 2.65 -0.35 1.57 0.0639
C 1.74 0.58 1.79 -0.2822
C 1.43 1.39 2.90 0.0306
C 0.36 2.22 2.79 0.0136
C -0.39 2.25 1.57 -0.3097
N -1.43 3.12 1.46 0.0517
C -2.33 3.09 0.32 -0.1087
C -3.04 4.39 0.19 -0.2764
C -4.26 4.80 0.63 -0.0273
C -4.39 6.16 0.24 -0.0639
C -3.23 6.47 -0.40 -0.1200
O -2.41 5.41 -0.44 0.0558
N -0.10 1.51 0.53 0.1832
N 0.94 0.70 0.67 0.0180
H 2.16 -4.64 1.52 0.0831
H 2.93 -3.12 1.04 0.0584
H 3.78 -4.65 0.80 0.0799
H 3.81 -5.42 -1.44 0.1130
H 2.81 -5.46 -3.71 0.0976
H 0.65 -4.24 -4.07 0.1047
H 0.44 -3.37 1.03 0.1470
H -1.33 -0.35 -1.10 0.1076
H -0.88 -1.79 -2.07 0.1013
H 1.44 -1.24 -2.03 0.1087
H 0.69 0.37 -2.11 0.1186
H 2.04 1.32 3.79 0.1194
H 0.06 2.86 3.60 0.1094
H -1.79 3.52 2.31 0.1421
H -1.71 2.90 -0.56 0.1223
H -3.06 2.28 0.42 0.1364
H -4.98 4.21 1.15 0.1092
H -5.22 6.80 0.42 0.0995
H -2.89 7.38 -0.86 0.1195
```

Properties
LUMO level	0.4	eV
energy above the lowest of the compared OMol25 structures with the same formula, charge and spin	9.1	kcal per mole
HOMO	-8.5	eV
calculated total energy	-34536.4957	eV